DFT (the ωB97M-V functional and the def2-TZVPD basis) results for 2 unconnected molecules or ions with the total composition CH9N2O at a distorted geometry.

```
13
Properties=species:S:1:pos:R:3:forces:R:3:nbo_charge:R:1
O -2.099856 -0.342368 -0.359185 1.134 -1.379 0.227 -0.978
N 0.161037 0.027850 1.152335 0.668 -1.692 2.614 -0.684
N 0.950127 -0.330021 -1.051096 -0.510 0.492 0.510 -0.850
C 0.924128 0.556698 0.113212 5.280 3.495 -3.805 -0.095
H 0.591266 0.054306 -1.926994 -0.012 -0.047 0.624 0.403
H 0.554523 1.671570 -0.115377 0.634 -2.597 0.511 0.234
H 0.365917 0.473515 2.028722 -0.494 1.000 0.567 0.441
H -2.120228 -1.291328 -0.611793 0.056 0.850 0.156 0.502
H 1.895427 -0.639370 -1.195613 0.084 -0.164 -0.265 0.388
H 0.368755 -0.943001 1.393044 0.023 -0.351 -0.722 0.439
H -2.920515 0.006194 -0.655798 -1.185 0.597 -0.336 0.503
H 2.091687 0.667531 0.407792 -2.933 -0.063 -0.017 0.222
H -0.762267 0.088424 0.820752 -2.745 -0.142 -0.063 0.475
```
Forces are in eV/Å.

Computed properties:
**Relative energy (zero: lowest compared OMol25 entry of this formula, charge and spin)**: 88.5 kJ/mol
**LUMO energy**: -3.37 eV
**Spin multiplicity**: 1
**E_HOMO**: -0.5379 Eh
**Charge**: +1
**Calculated total energy**: -6203.701 eV